Molecular formula: C35H26IIrN2O2P
Method: DFT, ωB97M-V with the def2-TZVPD basis set

E_LUMO = -11.28 eV
HOMO-LUMO gap = 0.198 Ha
Net charge = +3

```
68
C35H26IIrN2O2P (ωB97M-V with the def2-TZVPD basis set)
Ir 1.0088 -0.8284 0.3504
O -5.2040 -5.0626 0.9829
C -4.3302 -5.3693 0.0128
O -4.5951 -6.1725 -0.8250
C -2.9999 -4.6374 -0.0240
C -2.5293 -3.7806 0.9645
C -1.3180 -3.1269 0.7986
C -0.5706 -3.3468 -0.3495
C -1.0122 -4.2283 -1.3304
C -2.2236 -4.8672 -1.1587
N 0.6748 -2.6533 -0.4948
C 1.6803 -3.1394 -1.1324
C 2.8726 -2.3141 -1.2048
C 4.0208 -2.6470 -1.8779
C 5.1036 -1.7610 -1.8309
C 4.9854 -0.5878 -1.1128
C 3.7892 -0.2998 -0.4631
N 2.7636 -1.1481 -0.5083
H -4.8661 -4.4417 1.6325
H -3.0704 -3.6295 1.8901
H -0.9313 -2.4947 1.5902
H -0.4464 -4.4050 -2.2362
H -2.5960 -5.5601 -1.9018
H 1.6723 -4.1388 -1.5572
H 4.0780 -3.5750 -2.4314
H 6.0239 -1.9979 -2.3488
H 5.8067 0.1112 -1.0374
H 3.6473 0.6121 0.1024
I 1.3202 -0.2784 2.8381
C 0.2239 1.3766 3.5278
C 0.2490 1.4035 4.8941
C -0.3920 2.4514 5.5813
C -1.0219 3.4164 4.8587
C -1.0497 3.3839 3.4414
C -1.7153 4.4285 2.7563
C -1.7646 4.4666 1.3955
C -1.1577 3.4332 0.6694
C -0.4941 2.3869 1.2844
P 0.1315 1.2742 0.0234
C 1.4192 2.0945 -0.8912
C 1.8611 1.5264 -2.0990
C 2.8768 2.1365 -2.8118
C 3.4727 3.2942 -2.3157
C 3.0594 3.8400 -1.1064
C 2.0382 3.2415 -0.3853
C -1.2236 0.8058 -1.0188
C -1.3216 1.1823 -2.3655
C -2.4063 0.7515 -3.1079
C -3.3763 -0.0643 -2.5302
C -3.2862 -0.4358 -1.1935
C -2.2156 -0.0011 -0.4348
C -0.4149 2.3359 2.7097
H 0.7540 0.6343 5.4668
H -0.3694 2.4774 6.6615
H -1.5157 4.2386 5.3607
H -2.1886 5.2056 3.3436
H -2.2686 5.2689 0.8753
H -1.2217 3.4713 -0.4129
H 1.3954 0.6285 -2.4889
H 3.1970 1.7250 -3.7600
H 4.2613 3.7761 -2.8791
H 3.5260 4.7404 -0.7300
H 1.7164 3.6741 0.5530
H -0.5839 1.8302 -2.8190
H -2.5018 1.0579 -4.1409
H -4.2176 -0.3969 -3.1243
H -4.0600 -1.0448 -0.7455
H -2.1693 -0.2471 0.6209
```


Molecular formula: C35H26IrN5O7Si
Method: DFT, ωB97M-V with the def2-TZVPD basis set

E_LUMO = -0.86 eV
HOMO-LUMO gap = 0.291 Ha
Net charge = 0

```
75
C35H26IrN5O7Si (ωB97M-V with the def2-TZVPD basis set)
Ir 1.8067 -0.1586 0.6752
O 1.2494 3.8458 0.1489
C 1.6356 2.7066 0.2189
N 1.3739 1.7600 1.1947
C 1.0656 2.1079 2.4790
O 0.6600 3.1624 2.9091
C 1.4396 0.9722 3.4282
C 1.0067 1.0032 4.7458
C 1.3811 -0.0252 5.5939
C 2.1846 -1.0438 5.1014
C 2.5790 -1.0023 3.7762
N 2.2144 -0.0191 2.9525
C 2.6522 2.1533 -0.7601
C 3.2125 2.9261 -1.7591
C 4.1947 2.3615 -2.5540
C 4.5849 1.0506 -2.3227
C 3.9838 0.3287 -1.3086
N 3.0405 0.8825 -0.5382
H 0.3964 1.8368 5.0626
H 1.0554 -0.0331 6.6256
H 2.5024 -1.8646 5.7287
H 3.1933 -1.7836 3.3466
H 2.8547 3.9376 -1.8875
H 4.6486 2.9328 -3.3525
H 5.3450 0.5768 -2.9269
H 4.2203 -0.7052 -1.1039
O -0.2265 -5.6101 0.6355
C -0.9450 -4.8929 1.4849
O -1.8621 -5.3515 2.1176
C -0.5770 -3.4551 1.6333
C -1.2827 -2.5580 2.4087
N -0.6770 -1.3634 2.3038
N 0.3820 -1.4362 1.4936
C 0.4645 -2.6942 1.0755
C 1.6186 -3.0099 0.1681
O 1.7317 -4.1286 -0.3250
O 2.4211 -2.0271 0.0010
H 0.5166 -5.0845 0.2219
H -2.1691 -2.7079 3.0007
H -0.9789 -0.4658 2.6532
O 0.6710 -0.1495 -0.9279
Si -0.8540 0.2558 -1.3102
C -1.6870 1.3768 -0.0445
C -1.4984 2.7594 -0.0851
C -2.0004 3.5881 0.9091
C -2.7283 3.0515 1.9582
C -2.9681 1.6837 1.9995
C -2.4563 0.8635 1.0041
C -0.7981 1.1584 -2.9476
C 0.3890 1.2620 -3.6662
C 0.4374 1.9299 -4.8817
C -0.7121 2.5037 -5.4017
C -1.9092 2.3996 -4.7071
C -1.9480 1.7319 -3.4931
C -1.8442 -1.3361 -1.4230
C -1.1568 -2.5352 -1.6245
C -1.8200 -3.7527 -1.6546
C -3.1969 -3.7930 -1.4920
C -3.9037 -2.6125 -1.3152
C -3.2311 -1.3991 -1.2817
H -0.9231 3.2023 -0.8902
H -1.8066 4.6516 0.8689
H -3.1222 3.6969 2.7332
H -3.5735 1.2621 2.7943
H -2.6881 -0.1954 1.0219
H 1.2800 0.7947 -3.2725
H 1.3709 1.9981 -5.4276
H -0.6791 3.0262 -6.3494
H -2.8106 2.8411 -5.1126
H -2.8902 1.6645 -2.9584
H -0.0807 -2.5141 -1.7501
H -1.2619 -4.6695 -1.7950
H -3.7173 -4.7421 -1.5020
H -4.9792 -2.6383 -1.1938
H -3.8004 -0.4883 -1.1282
```


Molecular formula: C35H27AsN2O5PS5Ti
Method: DFT, ωB97M-V with the def2-TZVPD basis set

Expectation value of S² = 0.7582
E_LUMO (spin up / spin down) = 3.39 / 3.39 eV
HOMO-LUMO gap (spin up / spin down) = 0.152 / 0.164 Ha
2S+1 = 2
Net charge = -2

```
77
C35H27AsN2O5PS5Ti (ωB97M-V with the def2-TZVPD basis set)
Ti 0.8124 -1.1618 -1.8672
N -0.6247 -1.6117 3.7620
C -1.7312 -1.1823 4.4694
C -1.8498 -1.5790 5.7762
C -2.8418 -1.1184 6.6401
C -3.8762 -0.3497 6.0838
C -3.9478 -0.1561 4.6947
C -2.8823 -0.5368 3.8984
P -3.0405 -0.0588 2.1544
C -2.9806 1.7746 2.1078
C -3.1412 2.3694 0.8424
C -2.9770 3.7655 0.7078
C -2.8982 4.5731 1.7928
C -2.7682 4.0194 3.0541
C -2.7939 2.6261 3.2332
C -4.6473 -0.4446 1.5578
C -4.8058 -1.7034 0.9385
C -6.0600 -2.0444 0.3840
C -7.1777 -1.2248 0.6686
C -6.9966 0.0223 1.2350
C -5.7229 0.4208 1.6749
H -0.5437 -1.2600 2.8063
H 0.2451 -1.5173 4.2846
H -1.1870 -2.2940 6.2207
H -2.9069 -1.5260 7.6534
H -4.7955 -0.0710 6.6347
H -4.8650 0.3018 4.1974
H -3.3237 1.7287 -0.0024
H -3.0471 4.2406 -0.2744
H -2.9104 5.6606 1.7156
H -2.7329 4.6175 3.9768
H -2.5779 2.1068 4.1962
H -4.0007 -2.4577 0.8902
H -6.0580 -2.9749 -0.2190
H -8.1757 -1.5995 0.5497
H -7.8194 0.7337 1.3787
H -5.5563 1.4044 2.1053
S -3.4442 -2.3918 -2.4387
As -1.7797 -2.5979 -3.7885
S -0.9297 -0.5437 -3.4881
S -0.6748 -2.8136 -0.8564
S 0.0064 -3.5283 -2.5523
O 1.5188 1.7374 3.3700
C 1.6512 1.1902 2.3312
C 2.5056 0.0206 1.8884
O 3.3549 -0.5047 2.5884
C 1.8512 -0.3607 0.5925
C 1.0691 0.7321 0.1253
O 0.4599 0.6455 -1.0371
C 0.7930 1.8289 1.1028
O 0.3241 2.9808 1.1051
O 2.0731 -1.4082 -0.1774
N 2.4589 -1.1736 -2.8261
S 3.2682 0.0375 -3.7645
C 3.9903 -0.9351 -5.0207
C 3.2044 -1.8744 -5.6790
C 3.7410 -2.6391 -6.7428
C 5.0727 -2.3286 -7.1511
C 5.8250 -1.3232 -6.5559
C 5.2775 -0.6190 -5.4796
C 4.6634 0.6335 -2.7464
C 5.5985 -0.2215 -2.0824
C 6.6806 0.3205 -1.4549
C 6.8310 1.7401 -1.3452
C 5.8808 2.5521 -1.9551
C 4.7625 1.9870 -2.6274
H 3.1536 -1.8572 -2.4865
H 2.2173 -2.0534 -5.2095
H 3.1053 -3.4934 -7.1205
H 5.5377 -2.9246 -7.9102
H 6.8570 -1.2148 -6.7821
H 5.8279 0.1403 -4.9736
H 5.3407 -1.3207 -2.0379
H 7.3567 -0.3451 -0.9624
H 7.6769 2.1053 -0.7803
H 6.0871 3.6462 -1.9135
H 4.0127 2.6813 -3.0804
```


It is found that the energy above the lowest of the compared OMol25 structures with the same formula, charge and spin values, taken in the order of the records, are 19.00; 0.00; 268.77 kJ/mol.